# C25H39BeN5O4

A structure of composition C25H39BeN5O4 in a non-equilibrium geometry (the ωB97M-V functional and the def2-TZVPD basis, OMol25).

Calculated values
HOMO-LUMO gap = 1.61 eV
calculated total energy = -1565.0077 a.u.
total charge = 0

Cartesian coordinates (Å):
Be: 0.079 0.008 0.028
C: 0.421 -1.099 6.010
C: 0.292 0.469 5.921
C: 1.374 1.160 6.776
O: 0.130 1.012 4.622
H: 1.402 -1.428 5.668
H: -0.397 -1.712 5.632
H: 0.248 -1.509 7.005
H: -0.624 0.767 6.432
H: 2.190 1.354 6.080
H: 1.757 0.413 7.472
H: 1.099 2.120 7.213
C: -0.593 -1.030 -6.972
C: -0.327 -2.203 -6.025
C: 0.313 -3.432 -6.701
O: 0.211 -1.743 -4.806
H: -1.111 -1.374 -7.867
H: 0.356 -0.697 -7.393
H: -1.227 -0.252 -6.547
H: -1.376 -2.485 -5.926
H: 1.282 -3.106 -7.077
H: -0.270 -3.806 -7.542
H: 0.511 -4.175 -5.928
O: 1.632 5.070 -0.095
C: 1.407 6.144 0.410
N: 0.937 6.188 1.657
C: 1.548 7.386 -0.503
H: 0.885 7.056 2.170
H: 0.766 5.314 2.135
H: 2.099 7.032 -1.374
H: 2.118 8.090 0.104
H: 0.544 7.727 -0.756
O: 1.848 -4.298 1.055
C: 2.622 -5.200 0.809
N: 3.005 -5.380 -0.470
C: 3.385 -5.976 1.949
H: 2.599 -4.870 -1.242
H: 3.493 -6.228 -0.717
H: 4.369 -6.373 1.700
H: 2.789 -6.831 2.269
H: 3.502 -5.302 2.798
N: -4.392 -2.070 0.929
C: -4.879 -3.094 0.127
C: -5.935 -3.900 0.559
C: -6.612 -3.572 1.788
C: -6.227 -2.454 2.421
C: -5.100 -1.763 2.062
H: -4.482 -3.401 -0.829
H: -6.207 -4.737 -0.067
H: -7.403 -4.258 2.052
H: -6.794 -2.120 3.278
H: -4.692 -0.945 2.638
N: 4.962 0.109 -0.285
C: 5.566 0.746 0.771
C: 6.869 0.423 1.179
C: 7.628 -0.428 0.372
C: 7.126 -0.861 -0.842
C: 5.819 -0.622 -1.088
H: 4.910 1.417 1.305
H: 7.186 0.855 2.117
H: 8.693 -0.549 0.505
H: 7.839 -1.386 -1.461
H: 5.361 -1.134 -1.922
N: -3.727 3.466 -1.318
C: -4.902 3.791 -0.768
C: -5.958 4.502 -1.389
C: -5.834 4.821 -2.752
C: -4.669 4.455 -3.402
C: -3.682 3.807 -2.624
H: -5.024 3.525 0.272
H: -6.912 4.804 -0.982
H: -6.594 5.446 -3.198
H: -4.516 4.780 -4.420
H: -2.704 3.545 -3.000

---

# C25H39BrF8O13P2S

A cluster of 3 separate species, C25H39BrF8O13P2S in total in a non-equilibrium geometry (the ωB97M-V functional and the def2-TZVPD basis, OMol25).

Calculated values
HOMO-LUMO gap = 7.15 eV
calculated total energy = -6407.2743 a.u.
structure (SMILES) = O=S1(=O)O[C@H](C(F)(F)c2cccc(C(F)(F)F)c2)[C@@](Br)(C[C@@H](O)C(F)(F)F)O1.CCOP(=O)(OCC)OCC.CCOP(=O)(OCC)OCC
total charge = 0

Cartesian coordinates (Å):
O: -1.940 -3.988 1.691
S: -2.895 -2.959 2.411
O: -4.415 -3.365 2.282
O: -2.533 -2.961 4.106
C: -1.319 -2.124 4.144
C: -0.587 -2.044 5.609
F: -1.502 -2.630 6.657
F: -0.184 -0.685 6.039
C: 0.702 -3.106 5.542
C: 2.243 -2.622 5.846
C: 3.416 -3.799 5.684
C: 3.045 -5.370 5.254
C: 1.480 -5.847 5.001
C: 1.005 -7.366 4.590
F: -0.403 -7.647 5.009
F: 1.934 -8.443 5.004
F: 0.989 -7.394 3.080
C: 0.328 -4.683 5.147
C: -1.659 -0.754 3.311
Br: -2.689 0.675 4.308
C: -0.212 -0.090 2.855
C: -0.022 0.057 1.233
O: 0.696 1.357 1.020
C: 0.920 -1.103 0.543
F: 2.365 -0.672 0.645
F: 0.787 -2.448 1.153
F: 0.577 -1.229 -0.922
O: -2.528 -1.276 2.204
H: -0.528 -2.651 3.434
H: 2.479 -1.510 6.157
H: 4.548 -3.509 5.867
H: 3.892 -6.171 5.136
H: -0.798 -4.939 4.949
H: 0.659 -0.762 3.257
H: -0.073 0.993 3.316
H: -1.017 0.146 0.621
H: 0.402 1.626 0.099
O: 6.167 2.699 -2.960
P: 4.743 2.246 -3.365
O: 5.135 0.632 -3.311
C: 5.541 0.089 -2.065
C: 4.354 -0.141 -1.152
O: 4.994 2.525 -4.986
C: 5.717 3.674 -5.399
C: 7.116 3.269 -5.827
O: 3.152 1.740 -3.817
C: 2.920 0.814 -4.876
C: 2.486 -0.533 -4.327
H: 6.278 0.736 -1.577
H: 6.038 -0.865 -2.268
H: 3.790 0.786 -0.995
H: 4.682 -0.520 -0.180
H: 3.664 -0.868 -1.589
H: 5.739 4.435 -4.612
H: 5.185 4.110 -6.252
H: 7.637 2.719 -5.035
H: 7.713 4.145 -6.093
H: 7.072 2.598 -6.692
H: 3.784 0.684 -5.533
H: 2.108 1.229 -5.482
H: 3.344 -1.083 -3.928
H: 2.046 -1.149 -5.117
H: 1.765 -0.419 -3.513
O: -3.069 2.387 -0.165
P: -4.308 1.775 -0.863
O: -4.559 3.117 -1.810
C: -3.543 3.479 -2.732
C: -3.562 2.581 -3.952
O: -5.336 2.141 0.392
C: -4.896 1.981 1.732
C: -4.585 3.340 2.332
O: -5.692 1.091 -1.644
C: -6.931 1.790 -1.746
C: -7.169 2.255 -3.172
H: -2.557 3.456 -2.256
H: -3.727 4.515 -3.035
H: -3.459 1.527 -3.669
H: -2.750 2.842 -4.636
H: -4.509 2.679 -4.491
H: -4.035 1.307 1.791
H: -5.711 1.511 2.294
H: -3.860 3.894 1.725
H: -4.187 3.240 3.345
H: -5.490 3.957 2.370
H: -7.005 2.640 -1.063
H: -7.715 1.078 -1.469
H: -6.562 3.137 -3.398
H: -8.215 2.537 -3.317
H: -6.899 1.480 -3.895

---

# C25H39BrN2O3PdSSi

A structure of composition C25H39BrN2O3PdSSi in a non-equilibrium geometry (the ωB97M-V functional and the def2-TZVPD basis, OMol25).

Calculated values
HOMO-LUMO gap = 7.46 eV
calculated total energy = -4700.8255 a.u.
ΔE to the lowest compared entry with this formula, charge and spin = 17.85 kcal/mol
total charge = 0

Cartesian coordinates (Å):
Pd: 1.148 -1.608 1.396
C: -2.709 -6.046 0.938
C: -1.629 -6.610 0.268
C: -0.478 -5.880 0.055
C: -0.392 -4.559 0.522
C: -1.483 -3.995 1.191
C: -2.629 -4.738 1.399
N: 0.731 -3.770 0.364
N: 1.717 -4.191 -0.256
C: 2.800 -3.340 -0.272
C: 3.947 -3.708 -0.980
C: 5.049 -2.876 -1.010
C: 5.040 -1.668 -0.325
C: 3.905 -1.288 0.389
C: 2.795 -2.103 0.416
H: -3.603 -6.629 1.118
H: -1.691 -7.632 -0.084
H: 0.378 -6.305 -0.452
H: -1.402 -2.982 1.566
H: -3.466 -4.301 1.927
H: 3.941 -4.658 -1.500
H: 5.924 -3.169 -1.576
H: 5.905 -1.019 -0.351
H: 3.908 -0.345 0.925
C: -2.437 0.154 -2.203
C: -1.707 1.500 -2.349
C: -0.767 1.375 -3.559
C: -2.751 2.591 -2.638
Si: -0.716 1.962 -0.759
Br: 0.482 -0.126 -0.408
C: 0.712 3.237 -1.035
C: 1.862 2.644 -1.864
C: 0.149 4.465 -1.773
C: 1.321 3.711 0.293
C: -1.770 2.272 0.818
C: -2.952 1.294 0.884
C: -2.326 3.707 0.789
C: -0.949 2.079 2.100
H: -2.964 -0.060 -3.138
H: -3.174 0.164 -1.403
H: -1.737 -0.661 -2.021
H: -1.339 1.015 -4.418
H: 0.033 0.658 -3.364
H: -0.329 2.334 -3.837
H: -3.277 2.345 -3.564
H: -2.294 3.574 -2.763
H: -3.495 2.657 -1.842
H: 1.533 2.291 -2.840
H: 2.333 1.808 -1.347
H: 2.619 3.417 -2.024
H: -0.174 4.214 -2.784
H: 0.931 5.225 -1.853
H: -0.696 4.908 -1.241
H: 1.714 2.874 0.874
H: 0.603 4.262 0.901
H: 2.154 4.386 0.078
H: -3.671 1.469 0.081
H: -3.477 1.433 1.833
H: -2.615 0.256 0.843
H: -2.905 3.903 -0.116
H: -1.532 4.453 0.854
H: -2.986 3.850 1.648
H: -0.622 1.048 2.214
H: -1.583 2.312 2.962
H: -0.081 2.734 2.145
C: 1.907 0.235 3.710
S: 0.909 -1.268 3.857
O: -0.272 -1.050 2.981
O: 0.599 -1.427 5.243
O: 1.743 -2.353 3.276
H: 1.314 1.060 4.099
H: 2.176 0.410 2.673
H: 2.796 0.077 4.316